Entry 1:
{"formula": "C3ClF6NO", "method": "the ωB97M-V functional and the def2-TZVPD basis", "multiplicity": 3, "e_lumo_ev": [-0.3, -2.4], "s_squared": 2.007, "orbital_gap_ev": [8.33, 10.03], "homo_energy_ev": [-8.61, -12.46], "total_charge": 0, "elements": ["Cl", "F", "C", "F", "F", "F", "F", "C", "N", "C", "F", "O"], "positions_angstrom": [[-0.79, 1.32, -1.23], [-1.32, -1.51, -1.29], [1.41, 0.56, 0.12], [-1.12, -1.53, 0.83], [0.62, -2.10, -0.44], [1.55, 1.83, 0.59], [1.95, -0.30, 0.99], [0.07, 0.16, -0.30], [-1.93, 0.95, 1.47], [-0.41, -1.26, -0.28], [2.24, 0.52, -0.92], [-2.27, 1.36, 0.47]]}

---

Entry 2:
{"formula": "C3CuMgO3", "method": "the ωB97M-V functional and the def2-TZVPD basis", "e_lumo_ev": -15.6, "orbital_gap_ev": 6.15, "homo_energy_ev": -21.76, "total_charge": 3, "de_lowest_kcal_mol": 0.0, "elements": ["O", "C", "O", "Mg", "C", "O", "C", "Cu"], "positions_angstrom": [[-0.24, -1.35, 1.06], [0.87, 0.01, -0.50], [2.53, 1.83, -0.29], [-1.47, -2.09, 2.39], [-0.10, -0.85, -0.03], [-0.70, 0.07, -0.74], [1.71, 1.04, -0.30], [-2.60, 1.35, -1.59]]}

---

Entry 3:
{"formula": "C3F2O4", "method": "the ωB97M-V functional and the def2-TZVPD basis", "e_lumo_ev": 0.3, "orbital_gap_ev": 11.53, "homo_energy_ev": -11.27, "total_charge": 0, "de_lowest_kcal_mol": 0.0, "elements": ["F", "C", "O", "C", "C", "O", "O", "O", "F"], "positions_angstrom": [[-2.77, -0.24, -2.06], [3.99, 3.65, 1.71], [-2.01, -2.91, 0.18], [-1.69, 0.28, -1.57], [-1.80, -3.91, -0.35], [4.35, 4.32, 2.54], [3.63, 2.97, 0.84], [-1.62, -4.89, -0.86], [-2.08, 0.73, -0.42]]}

---

Entry 4:
{"formula": "C3F4N2", "method": "the ωB97M-V functional and the def2-TZVPD basis", "e_lumo_ev": 0.3, "smiles": "N#CC(F)(F)F.N#CF", "orbital_gap_ev": 12.92, "homo_energy_ev": -12.66, "total_charge": 0, "de_lowest_kcal_mol": 30.7, "elements": ["C", "F", "F", "N", "C", "C", "F", "F", "N"], "positions_angstrom": [[-2.09, 0.87, -0.15], [-2.02, 2.10, -0.50], [0.87, 0.26, 1.49], [0.00, -2.24, -0.53], [0.57, -1.34, -0.15], [1.21, -0.07, 0.26], [2.61, -0.21, 0.19], [0.86, 0.90, -0.62], [-2.01, -0.25, 0.01]]}

---

Entry 5:
{"formula": "C3F9O9S3Sn", "method": "the ωB97M-V functional and the def2-TZVPD basis", "e_lumo_ev": -5.0, "orbital_gap_ev": 1.89, "homo_energy_ev": -6.91, "total_charge": -1, "de_lowest_kcal_mol": 89.9, "elements": ["O", "C", "F", "F", "F", "O", "F", "S", "C", "C", "S", "F", "O", "Sn", "O", "O", "O", "F", "O", "F", "O", "S", "O", "F", "F"], "positions_angstrom": [[7.34, -13.58, -3.44], [11.12, -4.65, -4.85], [1.05, -11.98, -8.33], [11.32, -5.93, -5.23], [9.39, -15.37, -1.54], [2.18, -10.22, -10.84], [11.95, -4.35, -3.88], [8.07, -14.80, -3.80], [8.41, -15.88, -2.30], [1.62, -12.41, -9.51], [9.29, -4.44, -4.21], [7.32, -15.99, -1.55], [8.95, -5.75, -3.52], [4.48, -8.61, -3.74], [3.90, -11.87, -10.81], [9.39, -14.42, -4.30], [8.49, -4.39, -5.44], [8.91, -17.01, -2.74], [3.48, -10.47, -8.79], [2.19, -13.65, -9.44], [7.23, -15.69, -4.63], [2.91, -11.14, -9.98], [9.31, -3.29, -3.31], [0.69, -12.48, -10.45], [11.34, -3.78, -5.85]]}

---

Entry 6:
{"formula": "C3GdO2", "method": "the ωB97M-V functional and the def2-TZVPD basis", "multiplicity": 8, "e_lumo_ev": [-6.1, -6.7], "s_squared": 16.806, "orbital_gap_ev": [5.86, 5.45], "homo_energy_ev": [-11.91, -12.15], "total_charge": 1, "de_lowest_kcal_mol": 63.3, "elements": ["O", "C", "O", "Gd", "C", "C"], "positions_angstrom": [[1.08, 0.61, 0.50], [0.68, -0.66, 2.38], [-0.42, -0.80, 1.07], [-0.98, 0.17, -2.18], [-0.01, -0.04, 0.14], [1.50, 0.25, 1.84]]}

---

Entry 7:
{"formula": "C3H10B2O4", "method": "the ωB97M-V functional and the def2-TZVPD basis", "e_lumo_ev": 0.2, "smiles": "C[C@H](CB(O)O)B(O)O", "orbital_gap_ev": 10.13, "homo_energy_ev": -9.91, "total_charge": 0, "de_lowest_kcal_mol": 0.0, "elements": ["H", "H", "C", "H", "O", "H", "B", "H", "C", "H", "H", "H", "O", "C", "O", "H", "O", "H", "B"], "positions_angstrom": [[0.73, -2.61, 0.84], [0.93, -1.74, -0.71], [0.31, -0.57, 0.97], [-0.01, -0.18, -2.92], [1.17, 1.68, 2.06], [-1.82, 0.23, 0.75], [-1.12, 0.03, -1.17], [0.56, 2.46, -0.29], [1.15, -1.66, 0.30], [1.18, 2.63, 1.98], [0.27, -0.80, 2.08], [-1.93, 1.27, -2.45], [-0.46, -0.61, -2.17], [-1.14, -0.55, 0.36], [-1.94, 1.08, -1.51], [-1.63, -1.50, 0.40], [0.74, 1.52, -0.29], [2.20, -1.64, 0.82], [0.82, 0.94, 0.96]]}

---

Entry 8:
{"formula": "C3H10BClOP", "method": "the ωB97M-V functional and the def2-TZVPD basis", "e_lumo_ev": 3.5, "orbital_gap_ev": 8.03, "homo_energy_ev": -4.56, "total_charge": -1, "de_lowest_kcal_mol": 0.0, "elements": ["H", "C", "H", "C", "C", "H", "H", "Cl", "O", "H", "P", "H", "B", "H", "H", "H", "H"], "positions_angstrom": [[0.16, 0.05, -1.27], [1.47, 0.61, 0.28], [-2.37, -0.39, -1.65], [2.26, -0.66, -0.01], [0.08, 0.57, -0.31], [-1.16, 0.42, 1.71], [1.58, -1.43, -0.35], [2.41, 2.04, -0.45], [-3.57, 1.02, -0.16], [2.99, -0.47, -0.79], [-2.69, -0.21, -0.27], [1.44, 0.83, 1.34], [-0.99, -0.18, 0.67], [-0.70, -1.36, 0.89], [-3.42, -1.40, 0.01], [2.78, -1.02, 0.87], [-0.26, 1.58, -0.52]]}

---

Entry 9:
{"formula": "C3H10Cl2N2Si", "method": "the ωB97M-V functional and the def2-TZVPD basis", "e_lumo_ev": 0.4, "orbital_gap_ev": 9.00, "homo_energy_ev": -8.65, "total_charge": 0, "de_lowest_kcal_mol": 0.0, "elements": ["C", "H", "H", "C", "H", "H", "Cl", "H", "H", "N", "C", "Si", "H", "H", "N", "Cl", "H", "H"], "positions_angstrom": [[1.70, -1.38, -1.27], [-0.52, 1.37, 2.19], [2.15, 0.58, -1.20], [-1.77, 0.48, 0.85], [1.10, -1.99, -1.96], [0.00, -0.31, 1.78], [0.25, 2.71, -2.09], [-2.51, -0.22, 1.48], [-2.47, 0.09, -1.13], [-1.70, -0.19, -0.44], [-0.42, 0.64, 1.45], [-0.04, 0.67, -1.94], [2.84, -1.73, -1.31], [0.31, 1.09, 0.61], [1.54, -0.01, -1.68], [-0.80, -0.11, -3.62], [-2.22, 1.43, 0.69], [1.17, -1.47, -0.35]]}

---

Entry 10:
{"formula": "C3H10ClN2OP", "method": "the ωB97M-V functional and the def2-TZVPD basis", "e_lumo_ev": 0.4, "orbital_gap_ev": 9.80, "homo_energy_ev": -9.41, "total_charge": 0, "de_lowest_kcal_mol": 71.5, "elements": ["O", "H", "N", "H", "C", "H", "H", "H", "Cl", "C", "H", "P", "H", "C", "H", "N", "H", "H"], "positions_angstrom": [[-1.48, -0.10, -0.99], [-2.72, 0.80, 0.56], [1.12, 0.95, -0.76], [0.09, 2.74, -1.15], [1.07, 2.33, -1.06], [0.00, -3.14, 0.09], [-0.05, -1.22, 1.41], [-3.26, 0.64, 1.97], [0.97, -2.20, -1.77], [0.83, -2.57, -0.10], [-1.45, 0.66, 1.42], [-0.04, -0.08, -0.73], [1.59, -0.86, 0.99], [0.66, -1.21, 0.58], [1.74, 2.56, -1.87], [-2.32, 1.17, 1.54], [1.54, 2.68, -0.21], [1.70, -3.15, 0.07]]}

---

Entry 11:
{"formula": "C3H10FN2", "method": "the ωB97M-V functional and the def2-TZVPD basis", "multiplicity": 3, "e_lumo_ev": [-3.6, -8.6], "s_squared": 2.008, "orbital_gap_ev": [6.72, 7.31], "homo_energy_ev": [-10.36, -15.94], "total_charge": 1, "de_lowest_kcal_mol": 35.1, "elements": ["H", "F", "H", "H", "H", "N", "H", "H", "C", "C", "H", "H", "H", "H", "C", "N"], "positions_angstrom": [[-3.36, 0.79, 0.34], [1.33, 1.40, 0.86], [-1.70, 1.12, 1.11], [-0.06, -1.64, -0.21], [2.71, -0.83, 0.64], [0.55, -1.15, 0.46], [0.08, 1.85, -1.25], [-1.96, 0.40, -0.41], [1.84, -0.72, 0.01], [1.24, 0.64, -0.19], [0.51, 0.24, -1.98], [-2.43, -0.73, 0.93], [0.60, -1.54, 1.40], [2.32, -1.24, -0.95], [-2.30, 0.38, 0.54], [0.62, 1.01, -1.30]]}

---

Entry 12:
{"formula": "C3H10GaSTl", "method": "the ωB97M-V functional and the def2-TZVPD basis", "e_lumo_ev": -13.7, "orbital_gap_ev": 4.28, "homo_energy_ev": -17.99, "total_charge": 2, "elements": ["H", "H", "Tl", "Ga", "C", "H", "H", "H", "C", "H", "H", "H", "S", "C", "H", "H"], "positions_angstrom": [[-0.47, 1.68, 2.62], [-1.85, 1.79, 0.64], [-2.14, -2.22, -2.34], [1.80, -0.26, -0.83], [-0.95, 1.17, 0.54], [-0.18, 1.79, 0.03], [1.78, 0.81, 0.36], [-1.32, 0.11, 2.39], [-0.53, 0.77, 2.02], [-0.18, -1.17, -2.34], [2.36, 0.23, -2.26], [-0.02, -2.14, -0.82], [-1.49, -0.26, -0.44], [-0.05, -1.09, -1.21], [0.41, 0.22, 1.97], [2.83, -1.42, -0.33]]}

---

no.,strongest force on any atom (eV Å⁻¹)
1,2.95
2,5.40
3,4.06
4,2.41
5,3.21
6,2.96
7,5.51
8,1.12
9,4.48
10,6.08
11,4.98
12,2.87